Entry 1:
{
  "formula": "C20H18Br2CrN2OS",
  "method": "wB97M-V/def2-TZVPD",
  "species": ["Cr", "C", "C", "C", "C", "C", "C", "Br", "C", "C", "Br", "C", "O", "C", "N", "H", "H", "H", "H", "H", "H", "C", "N", "C", "C", "C", "C", "C", "C", "C", "C", "H", "H", "H", "H", "H", "H", "H", "H", "H", "H", "H", "H", "S", "C"],
  "coordinates": [[0.655, 0.225, -0.916], [-1.479, -0.210, 1.767], [-0.014, -0.080, 2.052], [0.446, 0.011, 3.385], [1.775, 0.097, 3.670], [2.715, 0.048, 2.619], [4.123, 0.092, 2.762], [4.898, 0.290, 4.481], [4.936, -0.007, 1.676], [4.395, -0.172, 0.386], [5.553, -0.348, -1.087], [3.039, -0.229, 0.168], [2.459, -0.410, -1.002], [2.197, -0.076, 1.321], [0.843, -0.088, 1.044], [-2.052, -0.164, 2.692], [-1.682, -1.161, 1.271], [-1.838, 0.571, 1.096], [-0.284, 0.013, 4.183], [2.116, 0.185, 4.693], [6.009, 0.031, 1.799], [-0.621, 2.889, -0.416], [-0.660, 1.761, -1.361], [-0.036, 2.168, -2.638], [-2.051, 1.263, -1.581], [-3.432, -0.782, -1.721], [-3.734, -2.201, -1.639], [-2.924, -3.282, -1.608], [-1.496, -3.341, -1.603], [-0.633, -2.307, -1.511], [-0.881, -0.888, -1.410], [-1.178, 3.748, -0.803], [0.414, 3.190, -0.244], [-1.058, 2.586, 0.534], [-0.562, 3.014, -3.085], [-0.068, 1.334, -3.341], [1.001, 2.465, -2.470], [-2.438, 1.655, -2.526], [-2.715, 1.677, -0.818], [-4.799, -2.397, -1.637], [-3.425, -4.244, -1.589], [-1.064, -4.336, -1.645], [0.420, -2.589, -1.480], [-4.761, 0.248, -1.883], [-2.111, -0.250, -1.584]],
  "atomic_forces_ev_per_a": [[-0.49, -0.03, -0.74], [0.00, 0.03, 0.01], [-0.07, -0.02, 0.06], [-0.17, -0.01, 0.05], [0.05, 0.01, 0.03], [-0.04, -0.04, -0.06], [-0.03, 0.02, 0.14], [-0.02, 0.00, -0.01], [0.05, -0.01, -0.14], [0.21, -0.06, 0.04], [0.05, 0.01, -0.01], [-0.35, -0.06, -0.05], [0.38, 0.09, 0.28], [-0.04, -0.07, -0.09], [0.45, 0.01, 0.72], [0.01, 0.01, -0.03], [0.03, 0.01, 0.00], [0.01, -0.03, 0.01], [0.01, 0.01, -0.03], [0.01, -0.01, -0.03], [0.01, -0.01, -0.04], [-0.03, -0.04, -0.10], [-0.01, 0.21, 0.00], [-0.09, 0.01, 0.04], [0.11, -0.07, -0.02], [-0.15, 0.04, 0.14], [0.07, 0.07, -0.09], [0.03, 0.01, 0.02], [-0.10, -0.07, -0.01], [0.09, 0.21, 0.00], [-0.10, -0.12, -0.05], [-0.01, 0.01, 0.00], [-0.01, -0.01, -0.02], [0.00, 0.00, 0.01], [-0.07, 0.02, -0.01], [-0.01, -0.06, -0.01], [0.03, -0.01, 0.01], [-0.07, 0.06, 0.01], [0.05, -0.02, 0.06], [-0.02, 0.00, -0.02], [-0.01, 0.01, 0.00], [-0.03, 0.01, 0.00], [-0.03, 0.05, 0.01], [0.14, -0.11, -0.02], [0.17, -0.07, -0.05]],
  "total_charge": 0,
  "gap_ha": [0.2494, 0.2018],
  "spin_multiplicity": 3,
  "e_tot_ha": -7548.2983,
  "homo_ev": [-7.38, -6.22]
}

---

Entry 2:
{
  "formula": "C20H18Br2IrN5O3S",
  "method": "wB97M-V/def2-TZVPD",
  "species": ["Ir", "N", "C", "S", "N", "N", "C", "C", "C", "C", "C", "C", "C", "O", "H", "H", "H", "H", "H", "H", "H", "C", "C", "C", "C", "C", "C", "Br", "C", "C", "Br", "C", "O", "C", "N", "H", "H", "H", "H", "H", "H", "C", "C", "N", "O", "H", "H", "H", "H", "H"],
  "coordinates": [[0.377, 0.178, -0.919], [3.983, 2.351, -2.362], [2.851, 1.879, -1.826], [2.039, 0.597, -2.637], [2.463, 2.506, -0.706], [1.449, 1.948, -0.074], [0.887, 2.764, 0.818], [-0.178, 2.446, 1.658], [-0.728, 3.519, 2.429], [-1.799, 3.335, 3.234], [-2.393, 2.038, 3.331], [-1.899, 0.979, 2.643], [-0.763, 1.118, 1.784], [-0.305, 0.092, 1.189], [4.254, 2.051, -3.282], [4.401, 3.180, -1.971], [1.282, 3.776, 0.855], [-0.270, 4.498, 2.347], [-2.203, 4.161, 3.806], [-3.252, 1.900, 3.978], [-2.333, -0.010, 2.724], [3.464, -1.161, 0.073], [2.481, -2.272, -0.113], [2.875, -3.609, 0.078], [1.961, -4.620, -0.020], [0.624, -4.309, -0.321], [-0.441, -5.268, -0.387], [-0.092, -7.076, -0.102], [-1.753, -4.900, -0.649], [-2.059, -3.582, -0.896], [-3.817, -3.081, -1.257], [-1.041, -2.560, -0.909], [-1.295, -1.384, -1.212], [0.323, -2.965, -0.552], [1.231, -1.979, -0.455], [4.244, -1.460, 0.772], [2.966, -0.267, 0.443], [3.934, -0.913, -0.882], [3.906, -3.823, 0.324], [2.252, -5.648, 0.141], [-2.532, -5.648, -0.667], [-2.911, 3.452, -1.202], [-2.258, 2.102, -1.263], [-3.035, 1.035, -1.029], [-1.042, 2.015, -1.479], [-3.965, 3.416, -1.477], [-2.378, 4.135, -1.856], [-2.831, 3.822, -0.176], [-4.021, 1.144, -0.878], [-2.654, 0.098, -1.067]],
  "atomic_forces_ev_per_a": [[0.29, 0.53, -0.13], [-0.05, 0.03, -0.05], [0.03, -0.03, -0.28], [-0.01, -0.08, 0.32], [0.02, -0.02, -0.04], [-0.05, 0.06, -0.12], [-0.06, -0.13, 0.16], [-0.05, -0.07, -0.05], [0.05, -0.01, -0.03], [-0.15, -0.07, 0.10], [0.00, 0.13, 0.04], [0.03, -0.03, 0.03], [0.14, 0.13, -0.02], [-0.13, -0.17, -0.05], [0.05, 0.00, 0.01], [0.00, -0.03, 0.04], [0.03, -0.03, -0.03], [0.01, -0.05, -0.02], [-0.02, -0.06, -0.01], [0.03, 0.02, -0.01], [0.01, 0.03, 0.00], [0.01, -0.03, -0.01], [0.00, 0.04, 0.01], [0.03, 0.01, 0.02], [-0.01, -0.09, -0.01], [-0.08, -0.10, 0.02], [0.01, -0.04, 0.00], [0.03, -0.04, 0.02], [0.15, 0.00, 0.02], [0.02, 0.15, -0.04], [0.04, 0.04, 0.00], [-0.02, -0.24, 0.07], [-0.10, 0.19, -0.09], [-0.07, 0.05, -0.05], [-0.07, 0.01, 0.10], [-0.01, 0.01, -0.02], [0.00, -0.02, 0.01], [-0.03, -0.01, 0.02], [-0.02, 0.01, 0.01], [0.01, 0.01, 0.01], [0.01, -0.02, 0.00], [-0.07, 0.01, 0.01], [-0.08, -0.05, 0.06], [0.08, 0.06, -0.04], [-0.07, -0.15, 0.10], [0.02, 0.01, 0.02], [0.01, 0.01, -0.01], [0.01, -0.01, -0.03], [-0.01, 0.04, 0.00], [0.03, 0.00, -0.02]],
  "total_charge": 1,
  "gap_ha": [0.2306, 0.1955],
  "spin_multiplicity": 6,
  "relative_energy_ev": 0.0000,
  "e_tot_ha": -6922.7301,
  "homo_ev": [-9.59, -10.80]
}

---

Entry 3:
{
  "formula": "C20H18BrFeO4S",
  "method": "wB97M-V/def2-TZVPD",
  "species": ["C", "S", "C", "C", "C", "C", "C", "C", "C", "Br", "C", "C", "O", "H", "H", "H", "H", "H", "H", "H", "H", "H", "H", "H", "O", "C", "Fe", "C", "O", "C", "O", "C", "C", "C", "C", "C", "C", "C", "H", "H", "H", "H", "H", "H", "H"],
  "coordinates": [[-2.785, 2.520, 1.517], [-1.306, 1.448, 1.765], [-1.871, 0.284, 3.029], [-1.017, 0.240, 0.328], [-1.394, 1.230, -0.865], [-1.995, 0.713, -2.105], [-3.133, -0.100, -2.072], [-3.621, -0.670, -3.279], [-2.879, -0.512, -4.475], [-3.489, -1.339, -6.043], [-1.736, 0.327, -4.476], [-1.343, 0.952, -3.301], [-1.092, 2.414, -0.788], [-2.757, 3.237, 2.346], [-2.691, 3.068, 0.582], [-3.710, 1.950, 1.586], [-1.726, 0.823, 3.965], [-2.922, 0.029, 2.899], [-1.234, -0.599, 3.010], [-1.914, -0.480, 0.410], [-3.608, -0.321, -1.122], [-4.556, -1.239, -3.271], [-1.207, 0.471, -5.406], [-0.460, 1.572, -3.315], [6.349, -0.706, 1.171], [5.180, -0.652, 1.277], [3.538, -0.559, 0.642], [3.967, 0.642, -0.701], [4.449, 1.099, -1.661], [3.766, -2.076, -0.428], [4.448, -2.723, -1.125], [0.230, -0.669, 0.293], [0.487, -1.775, 1.291], [1.612, -2.187, 1.934], [2.759, -1.416, 2.300], [2.675, -0.003, 2.411], [2.032, 0.724, 1.419], [1.562, 0.109, 0.230], [-0.016, -1.157, -0.708], [-0.366, -2.434, 1.381], [1.638, -3.241, 2.320], [3.526, -1.943, 2.884], [3.050, 0.458, 3.306], [1.990, 1.804, 1.558], [1.569, 0.690, -0.713]],
  "atomic_forces_ev_per_a": [[0.08, -0.30, 0.24], [0.68, -0.46, 0.09], [0.01, 0.64, 0.26], [-3.90, 0.16, -0.04], [0.59, -2.11, -0.75], [1.29, 0.18, 3.30], [-2.66, -2.65, -2.57], [0.13, 0.49, 3.27], [-1.21, -0.76, -0.78], [0.38, 0.50, 0.76], [1.39, 1.58, 1.29], [0.56, -0.04, -4.15], [0.84, 1.02, 0.19], [0.18, -0.27, -0.08], [0.11, -0.24, 0.09], [0.11, -0.12, -0.17], [-0.13, -0.26, 0.11], [0.09, -0.04, -0.12], [0.04, 0.11, -0.09], [1.15, 0.90, 0.04], [-0.26, 0.13, -0.28], [0.50, 0.13, -0.03], [0.19, 0.04, 0.09], [0.02, 0.16, 0.01], [-3.78, 0.19, 1.49], [5.49, -0.24, -2.29], [-2.09, 0.40, -1.65], [2.80, 1.08, -3.05], [-1.84, -1.02, 2.84], [3.31, -2.11, -3.11], [-2.56, 1.60, 2.15], [2.34, -0.05, -0.59], [-2.48, -0.15, -0.52], [1.77, -0.33, 0.60], [-1.63, -2.27, 2.96], [-0.89, 0.74, -0.05], [-0.47, 1.54, 1.64], [-0.59, -0.03, -2.19], [0.59, 0.23, 0.91], [-0.10, -0.41, 0.09], [-0.12, 1.00, -0.60], [-0.60, 0.27, -0.05], [0.49, 0.40, 0.02], [0.36, 0.02, -0.20], [-0.18, 0.36, 0.90]],
  "total_charge": 1,
  "gap_ha": [0.2218, 0.1634],
  "spin_multiplicity": 5,
  "e_tot_ha": -5309.1983,
  "homo_ev": [-8.55, -11.19]
}

---

Entry 4:
{
  "formula": "C20H18Cl2N4O4",
  "method": "wB97M-V/def2-TZVPD",
  "species": ["C", "C", "C", "N", "C", "O", "C", "C", "O", "C", "O", "C", "N", "C", "Cl", "C", "C", "C", "Cl", "C", "O", "N", "C", "C", "C", "C", "C", "C", "N", "C", "H", "H", "H", "H", "H", "H", "H", "H", "H", "H", "H", "H", "H", "H", "H", "H", "H", "H"],
  "coordinates": [[1.701, 1.377, 2.061], [1.774, 0.254, 1.094], [0.918, -0.770, 0.819], [-0.379, -1.126, 1.183], [-1.287, -0.520, 1.967], [-1.086, 0.444, 2.681], [-2.666, -1.196, 1.898], [-2.674, -2.482, 2.716], [-3.018, -1.550, 0.557], [-2.982, -0.657, -0.434], [-3.293, -0.966, -1.548], [-2.512, 0.738, -0.086], [-3.237, 1.409, 0.797], [-2.867, 2.624, 1.139], [-3.854, 3.412, 2.287], [-1.740, 3.259, 0.623], [-0.994, 2.576, -0.315], [-1.386, 1.295, -0.694], [-0.477, 0.409, -1.855], [1.528, -1.623, -0.188], [1.062, -2.623, -0.705], [2.753, -1.043, -0.452], [3.521, -1.287, -1.602], [3.769, -2.603, -1.978], [4.505, -2.857, -3.121], [5.007, -1.813, -3.880], [4.751, -0.504, -3.506], [4.002, -0.235, -2.375], [2.876, 0.141, 0.271], [4.196, 0.529, 0.714], [0.729, 1.377, 2.544], [2.473, 1.272, 2.824], [1.851, 2.327, 1.552], [-0.673, -1.942, 0.646], [-3.402, -0.487, 2.295], [-1.945, -3.187, 2.324], [-3.659, -2.938, 2.668], [-2.434, -2.255, 3.751], [-1.468, 4.247, 0.955], [-0.114, 3.017, -0.755], [3.366, -3.408, -1.387], [4.691, -3.878, -3.416], [5.587, -2.017, -4.767], [5.124, 0.314, -4.104], [3.770, 0.785, -2.104], [4.470, 0.038, 1.653], [4.922, 0.256, -0.049], [4.220, 1.609, 0.855]],
  "atomic_forces_ev_per_a": [[0.01, 0.02, 0.09], [-0.49, -0.33, -0.12], [0.52, 0.30, 0.18], [0.24, -0.48, -0.42], [-0.33, -0.11, 0.15], [0.01, -0.03, 0.12], [-0.05, 0.18, 0.65], [-0.04, 0.23, -0.31], [-0.19, -0.62, 0.18], [0.01, 0.39, -0.58], [-0.01, 0.07, 0.25], [0.29, 0.27, -0.47], [-0.19, 0.07, 0.09], [0.34, -0.35, -0.49], [-0.27, 0.37, 0.41], [-0.15, -0.16, 0.04], [-0.15, -0.28, -0.01], [-0.17, 0.06, 0.17], [0.05, 0.07, -0.13], [0.06, 0.12, 0.44], [-0.18, -0.12, -0.17], [-0.04, -0.16, 0.46], [0.20, 0.05, -0.41], [-0.06, 0.04, 0.12], [0.02, 0.04, -0.02], [0.03, 0.00, -0.09], [0.06, -0.02, -0.04], [-0.12, -0.03, 0.09], [-0.25, 0.40, -0.55], [0.24, -0.18, 0.28], [0.10, 0.02, -0.01], [0.08, 0.04, 0.06], [0.06, 0.11, -0.04], [-0.07, 0.12, 0.10], [0.27, -0.11, -0.11], [0.07, -0.09, 0.00], [-0.08, -0.03, 0.02], [0.03, 0.02, 0.09], [0.01, 0.08, 0.02], [0.09, 0.04, -0.05], [-0.02, -0.06, 0.07], [0.01, -0.09, -0.01], [0.05, -0.02, -0.08], [0.03, 0.06, -0.04], [-0.03, 0.07, 0.06], [0.05, -0.02, -0.01], [-0.04, 0.08, 0.05], [0.01, -0.03, -0.02]],
  "smiles": "Cc1c(NC(=O)[C@H](C)OC(=O)c2nc(Cl)ccc2Cl)c(=O)n(-c2ccccc2)n1C",
  "total_charge": 0,
  "gap_ha": 0.3049,
  "relative_energy_ev": 0.3074,
  "e_tot_ha": -2213.3315,
  "homo_ev": -8.13
}

---

Entry 5:
{
  "formula": "C20H18FN3O4S",
  "method": "wB97M-V/def2-TZVPD",
  "species": ["C", "N", "C", "N", "C", "C", "C", "C", "C", "O", "O", "C", "C", "C", "S", "C", "C", "C", "O", "N", "C", "C", "C", "C", "C", "C", "F", "C", "O", "H", "H", "H", "H", "H", "H", "H", "H", "H", "H", "H", "H", "H", "H", "H", "H", "H", "H"],
  "coordinates": [[0.356, -0.585, -0.105], [0.806, 0.756, 0.118], [0.204, 1.795, -0.264], [-1.031, 1.975, -0.836], [-2.206, 1.302, -0.531], [-3.257, 1.329, -1.451], [-4.440, 0.679, -1.177], [-4.601, -0.007, 0.026], [-5.848, -0.724, 0.364], [-6.025, -1.339, 1.389], [-6.781, -0.624, -0.598], [-8.006, -1.292, -0.338], [-3.561, -0.010, 0.955], [-2.378, 0.643, 0.687], [1.104, 3.320, -0.127], [2.719, 2.652, 0.362], [2.822, 2.249, 1.823], [3.504, 0.896, 1.808], [3.896, 0.266, 2.751], [3.608, 0.499, 0.490], [4.177, -0.732, 0.089], [3.736, -1.935, 0.623], [4.301, -3.127, 0.205], [5.302, -3.130, -0.752], [5.762, -1.937, -1.282], [5.204, -0.749, -0.850], [5.688, 0.414, -1.323], [3.051, 1.388, -0.424], [2.979, 1.216, -1.607], [-0.485, -0.662, -0.799], [0.075, -1.037, 0.848], [1.206, -1.139, -0.509], [-1.115, 2.768, -1.458], [-3.131, 1.861, -2.383], [-5.247, 0.695, -1.892], [-8.638, -1.116, -1.205], [-7.833, -2.361, -0.199], [-8.472, -0.892, 0.565], [-3.709, -0.524, 1.892], [-1.589, 0.663, 1.422], [3.436, 3.430, 0.087], [3.383, 2.953, 2.437], [1.835, 2.123, 2.272], [2.959, -1.922, 1.370], [3.954, -4.057, 0.627], [5.735, -4.061, -1.082], [6.552, -1.910, -2.016]],
  "atomic_forces_ev_per_a": [[-0.17, -0.14, -0.23], [-0.52, 0.29, 0.41], [0.73, -0.06, 0.31], [-0.03, 0.33, -0.46], [-0.51, -0.26, 0.20], [0.22, 0.05, 0.06], [-0.08, -0.09, 0.24], [0.22, 0.13, -0.07], [-0.19, -0.20, 0.20], [-0.01, 0.07, -0.12], [0.32, 0.22, -0.16], [-0.27, -0.24, 0.23], [-0.27, -0.04, -0.16], [0.11, 0.12, -0.12], [0.09, 0.32, -0.04], [-0.68, 0.20, -0.20], [0.00, -0.02, 0.20], [-0.06, 0.41, 0.11], [0.01, -0.14, 0.21], [0.53, -0.39, -0.26], [0.16, -0.08, -0.18], [0.10, 0.07, -0.12], [-0.07, -0.07, 0.05], [0.00, 0.06, 0.02], [-0.03, 0.17, -0.01], [-0.03, -0.05, 0.11], [-0.09, -0.18, 0.10], [0.27, 0.30, -0.17], [0.10, -0.01, -0.04], [0.05, -0.10, 0.01], [-0.05, -0.11, -0.03], [-0.07, -0.11, 0.00], [0.03, -0.13, 0.05], [0.02, 0.02, -0.12], [-0.05, 0.01, -0.06], [0.04, 0.00, 0.04], [-0.05, 0.09, -0.02], [0.01, -0.05, -0.09], [0.00, -0.04, 0.08], [0.09, -0.02, 0.07], [0.00, -0.11, -0.01], [0.03, -0.08, -0.02], [0.08, -0.01, -0.02], [-0.08, 0.02, 0.07], [-0.03, -0.08, 0.04], [0.04, -0.08, -0.03], [0.07, 0.03, -0.08]],
  "smiles": "C/N=C(\\Nc1ccc(C(=O)OC)cc1)S[C@H]1CC(=O)N(c2ccccc2F)C1=O",
  "total_charge": 0,
  "gap_ha": 0.3338,
  "relative_energy_ev": 0.0000,
  "e_tot_ha": -1736.2699,
  "homo_ev": -8.78
}